(1)
C21H28F5GdO2 | wB97M-V/def2-TZVPD

The geometry in XYZ format:
```
57
Properties=species:S:1:pos:R:3
O 0.286 -1.546 0.934
C -0.735 -2.436 1.761
C 0.371 -2.658 2.771
H -1.135 -3.280 1.225
H -1.516 -1.810 2.178
C 1.347 -1.707 1.976
H 0.485 -3.742 2.784
H 0.290 -2.347 3.796
C 2.550 -2.280 1.221
H 2.236 -2.866 0.351
H 3.186 -2.941 1.784
H 3.165 -1.527 0.715
C 1.580 -0.404 2.803
H 0.593 -0.046 3.082
H 2.004 0.429 2.263
H 2.102 -0.534 3.779
Gd -0.158 1.287 -0.092
C -1.141 2.951 1.914
C -2.049 2.960 0.836
C -2.687 1.695 0.762
H -2.309 3.859 0.269
C -2.112 0.872 1.768
C -1.131 1.644 2.465
H -0.548 1.347 3.328
H -0.646 3.828 2.329
H -3.581 1.468 0.171
H -2.469 -0.122 2.062
C 0.998 3.495 0.191
C 1.637 2.688 1.169
C 2.405 1.695 0.498
H 1.600 2.857 2.256
C 2.166 1.812 -0.901
C 1.325 2.958 -1.082
H 1.144 3.455 -2.029
H 0.466 4.430 0.345
H 3.176 1.051 0.916
H 2.639 1.223 -1.675
O 0.536 -1.748 -1.898
C 0.666 -3.230 -1.456
C -0.042 -4.186 -2.433
H 0.104 -3.312 -0.513
H 1.681 -3.512 -1.218
C -0.988 -3.224 -3.204
H -0.571 -4.943 -1.845
H 0.644 -4.717 -3.081
C -0.658 -1.792 -2.746
H -2.021 -3.482 -2.933
H -0.910 -3.375 -4.287
H -1.447 -1.361 -2.062
H -0.612 -1.132 -3.627
F -0.303 2.167 -3.157
C -1.317 2.302 -2.218
F -2.327 1.474 -2.617
C -1.852 3.725 -2.372
F -0.952 4.661 -1.930
F -2.155 4.058 -3.663
F -3.010 3.867 -1.660
```

Summary:
**LUMO energy (alpha / beta)**: -1.22 / 0.39 eV
**2S+1**: 8
**Orbital gap (alpha / beta)**: 6.4 / 8.1 eV
**Charge**: 0

***

(2)
C43H33Br2GeN3O4W | wB97M-V/def2-TZVPD

The geometry in XYZ format:
```
87
Properties=species:S:1:pos:R:3
W -0.229 0.357 -0.074
C -5.288 0.047 3.053
O -4.137 -0.153 2.244
C -3.117 -0.858 2.776
C -3.243 -1.675 3.889
C -2.147 -2.360 4.414
C -0.901 -2.202 3.867
C -0.738 -1.356 2.755
C 0.531 -1.040 2.233
N 0.757 0.153 1.665
N 1.781 0.130 0.678
C 1.646 -0.880 -0.200
O 0.463 -1.450 -0.305
C 2.719 -1.227 -1.110
C 2.410 -1.793 -2.349
C 3.430 -2.085 -3.234
C 4.751 -1.846 -2.874
C 5.058 -1.306 -1.631
C 4.046 -0.979 -0.751
C -1.868 -0.742 2.151
O -1.713 -0.099 0.987
H -5.834 0.870 2.600
H -5.010 0.312 4.076
H -5.924 -0.841 3.072
H -4.213 -1.799 4.350
H -2.286 -3.005 5.271
H -0.033 -2.675 4.306
H 1.392 -1.685 2.392
H 1.378 -1.980 -2.607
H 3.192 -2.496 -4.206
H 5.549 -2.081 -3.567
H 6.087 -1.130 -1.347
H 4.262 -0.543 0.216
C -3.258 2.435 0.603
C -1.879 2.964 0.765
C -1.571 4.146 1.422
C -0.296 4.668 1.401
C 0.691 4.040 0.632
C 1.968 4.565 0.326
Br 2.525 6.188 1.114
C 2.793 3.958 -0.588
C 2.395 2.789 -1.238
Br 3.419 2.042 -2.619
C 1.185 2.187 -0.927
O 0.688 1.105 -1.581
C 0.349 2.810 0.026
N -0.911 2.241 0.163
H -3.993 3.201 0.848
H -3.424 1.563 1.234
H -3.397 2.112 -0.429
H -2.356 4.682 1.936
H -0.087 5.605 1.899
H 3.743 4.407 -0.843
C 0.304 -2.511 -5.786
C -0.520 -3.195 -4.904
C -1.074 -2.537 -3.814
C -0.815 -1.184 -3.599
C -0.001 -0.501 -4.503
C 0.551 -1.158 -5.591
Ge -1.612 -0.204 -2.073
C -3.064 -1.378 -1.367
C -4.396 -0.980 -1.296
C -5.338 -1.776 -0.656
C -4.957 -2.968 -0.061
C -3.630 -3.377 -0.121
C -2.692 -2.586 -0.766
C -2.434 1.361 -3.018
C -3.465 1.133 -3.929
C -4.074 2.191 -4.590
C -3.659 3.492 -4.353
C -2.608 3.732 -3.481
C -1.999 2.672 -2.821
H 0.744 -3.027 -6.631
H -0.738 -4.243 -5.069
H -1.729 -3.074 -3.138
H 0.203 0.554 -4.352
H 1.173 -0.616 -6.292
H -4.704 -0.053 -1.767
H -6.375 -1.461 -0.626
H -5.691 -3.581 0.447
H -3.328 -4.314 0.332
H -1.661 -2.917 -0.822
H -3.782 0.114 -4.124
H -4.870 1.993 -5.298
H -4.134 4.322 -4.861
H -2.262 4.746 -3.319
H -1.162 2.872 -2.172
```

Summary:
**LUMO energy (alpha / beta)**: -4.32 / -4.19 eV
**2S+1**: 2
**Orbital gap (alpha / beta)**: 5.9 / 6.3 eV
**Charge**: +1

***

(3)
C3H4IN2 | wB97M-V/def2-TZVPD

The geometry in XYZ format:
```
10
Properties=species:S:1:pos:R:3
I 2.358 -2.118 -0.052
C 0.755 -0.695 -0.038
N -0.568 -1.054 -0.165
C -1.268 0.187 -0.060
C -0.309 1.251 0.101
N 0.988 0.647 0.107
H -0.975 -1.985 -0.259
H -2.378 0.274 -0.089
H -0.478 2.345 0.218
H 1.875 1.147 0.236
```

Summary:
**LUMO energy**: -4.15 eV
**Orbital gap**: 9.6 eV
**Structure (SMILES)**: Ic1[nH]cc[nH+]1
**Charge**: +1

***

(4)
C26H43BF4N3O2RuSSbSi3 | wB97M-V/def2-TZVPD

The geometry in XYZ format:
```
85
Properties=species:S:1:pos:R:3
Ru -0.331 0.869 1.489
C -0.147 1.675 5.824
C 0.190 1.153 4.443
O -0.331 1.749 3.466
C 1.103 0.090 4.375
C 1.482 -0.655 3.257
C 2.487 -1.763 3.445
N 0.992 -0.476 2.024
N 1.489 -1.289 1.086
C 0.821 -1.556 -0.003
O -0.546 -1.253 -0.130
C 1.495 -2.263 -1.043
C 2.642 -3.032 -0.750
C 3.315 -3.702 -1.743
C 2.882 -3.626 -3.063
C 1.768 -2.848 -3.369
C 1.080 -2.184 -2.382
H -0.802 2.536 5.721
H 0.765 1.958 6.347
H -0.661 0.899 6.387
H 1.523 -0.224 5.322
H 2.886 -1.756 4.456
H 3.301 -1.648 2.729
H 2.020 -2.729 3.253
H 2.951 -3.103 0.280
H 4.187 -4.295 -1.495
H 3.407 -4.162 -3.841
H 1.446 -2.757 -4.398
H 0.239 -1.550 -2.611
S 0.412 3.654 1.259
C -1.290 3.494 1.096
C -2.142 4.600 1.022
C -3.501 4.396 0.904
C -3.985 3.088 0.846
C -3.084 2.046 0.907
N -1.770 2.238 1.012
H -1.708 5.588 1.069
H -4.185 5.234 0.865
H -5.042 2.885 0.768
H -3.412 1.015 0.855
F -3.253 -2.090 3.607
B -3.047 -0.727 3.573
F -4.175 -0.082 3.111
F -2.675 -0.270 4.808
F -1.992 -0.460 2.626
C -0.896 3.057 -3.504
Si -1.187 1.198 -3.051
C -0.545 0.226 -4.599
C -3.126 1.002 -3.063
Sb 0.612 1.475 -0.792
Si -1.679 -2.479 -0.138
C -1.659 -3.459 -1.787
C -1.265 -3.656 1.300
C -3.413 -1.712 -0.038
Si 3.217 1.486 -1.024
C 3.890 3.291 -1.000
C 4.235 0.477 0.262
C 3.433 0.779 -2.795
H -1.429 3.374 -4.396
H 0.165 3.230 -3.664
H -1.205 3.695 -2.680
H -0.869 0.725 -5.508
H -0.914 -0.795 -4.628
H 0.539 0.186 -4.606
H -3.529 1.366 -4.006
H -3.581 1.580 -2.263
H -3.439 -0.032 -2.947
H -0.744 -4.026 -1.926
H -1.781 -2.813 -2.651
H -2.490 -4.159 -1.788
H -0.222 -3.971 1.264
H -1.887 -4.546 1.298
H -1.432 -3.149 2.247
H -3.589 -0.944 -0.785
H -3.610 -1.288 0.939
H -4.150 -2.495 -0.192
H 3.673 3.771 -0.051
H 3.426 3.888 -1.778
H 4.965 3.322 -1.153
H 4.026 0.826 1.272
H 5.303 0.571 0.084
H 3.966 -0.575 0.218
H 2.810 1.329 -3.494
H 3.121 -0.259 -2.835
H 4.458 0.834 -3.146
```

Summary:
**LUMO energy (alpha / beta)**: 2.20 / 1.77 eV
**2S+1**: 6
**Orbital gap (alpha / beta)**: 4.4 / 7.0 eV
**Charge**: -1

***

(5)
C17H9F9NO5S3 | wB97M-V/def2-TZVPD

The geometry in XYZ format:
```
44
Properties=species:S:1:pos:R:3
F 1.151 3.319 -3.220
C 0.671 2.980 -2.000
F 1.380 3.656 -1.050
F -0.633 3.333 -1.905
S 0.917 1.134 -1.771
C 0.593 0.866 -0.071
C 1.517 -0.192 0.438
C 1.906 -1.283 -0.390
C 2.962 -2.111 -0.059
C 3.650 -1.963 1.125
C 4.913 -2.749 1.302
F 5.866 -2.016 1.919
F 4.710 -3.860 2.078
F 5.434 -3.153 0.097
C 3.251 -0.965 1.995
C 2.189 -0.132 1.667
O -0.117 0.590 -2.620
O 2.316 0.894 -2.053
H 0.594 1.836 0.433
H 1.386 -1.507 -1.325
H 3.260 -2.891 -0.743
H 3.737 -0.851 2.944
H 1.860 0.624 2.366
F -4.627 1.407 2.136
C -4.065 2.599 2.457
F -4.816 3.581 1.885
F -4.130 2.693 3.803
S -2.271 2.843 1.792
N -2.403 1.346 0.928
C -3.044 1.329 -0.303
O -3.539 2.312 -0.845
C -2.807 -0.024 -0.830
C -2.025 -0.818 -0.012
C -1.395 -1.930 -0.550
C -1.453 -2.169 -1.921
C -2.179 -1.302 -2.746
C -2.893 -0.241 -2.211
S -1.716 -0.161 1.601
O -0.415 0.307 2.025
O -2.514 -0.863 2.580
H -0.804 -2.542 0.117
H -0.882 -2.971 -2.394
H -2.144 -1.453 -3.824
H -3.387 0.502 -2.848
```

Summary:
**LUMO energy**: 2.18 eV
**Orbital gap**: 6.1 eV
**Charge**: -1

***

(6)
C4H4N2S2 | wB97M-V/def2-TZVPD

The geometry in XYZ format:
```
12
Properties=species:S:1:pos:R:3
C -0.289 0.795 0.662
C 0.096 0.017 -0.305
C 0.687 -1.303 0.035
C -0.363 0.336 -1.597
H 0.101 1.355 2.771
H 0.564 -0.206 2.308
H -0.632 1.849 0.345
H -0.152 -2.062 -2.003
N 0.174 0.670 1.955
N 0.799 -2.378 0.601
S 0.103 -0.772 -2.933
S -1.089 1.697 -1.841
```

Summary:
**LUMO energy**: -0.69 eV
**Orbital gap**: 8.1 eV
**Structure (SMILES)**: N#C/C(=C\N)C(=S)S
**Charge**: 0